1.
A 5-piece molecular cluster, C22H53Br4O12P3 overall, computed with the ωB97M-V functional and the def2-TZVPD basis.

Its charge is 0. The calculation puts the energy above the lowest of the compared OMol25 structures with the same formula, charge and spin at 0.296 eV. The SMILES is CCOP(=O)(OCC)OCC.CCOP(=O)(OCC)OCC.CCOP(=O)(OCC)OCC.BrCCBr.BrCCBr. For the orbital gap, the calculation gives 10.34 eV.

Last column: Löwdin charge in e.
Atoms and positions in Å:
H1 -4.1947 -16.2087 13.7166  0.057
H2 -10.2654 -24.1175 19.9117  0.139
P1 -3.5207 -14.4383 10.8730  0.287
H3 -5.1178 -12.2157 7.3666  0.069
C1 -8.2476 -20.6620 11.6872  -0.685
H4 -4.1757 -20.0218 15.1026  0.059
C2 -9.0373 -19.6733 12.4811  -0.721
H5 -3.0738 -12.7610 12.9402  0.112
C3 -4.0656 -11.1637 11.9728  -0.091
H6 0.9811 -22.0471 14.7714  0.078
H7 -7.2086 -20.6955 12.0665  -0.019
H8 -0.3926 -24.2347 15.3885  0.125
H9 -0.7760 -26.4607 15.9087  0.074
P2 -9.9160 -21.1514 19.1446  0.381
H10 -5.6436 -14.4481 8.3164  0.122
H11 -9.1103 -19.9369 13.5440  0.020
C4 -11.5810 -21.0847 17.1542  -0.284
O1 -1.5978 -21.9678 14.0374  -0.203
C5 -5.0265 -13.7436 8.8654  -0.221
H12 -12.3481 -20.2830 17.3058  0.137
O2 -2.6542 -15.4900 11.3507  -0.244
O3 -1.2846 -24.2898 13.4725  -0.189
O4 -3.9750 -14.6217 9.3963  -0.159
C6 0.9405 -21.3831 13.8813  -0.061
H13 -4.0634 -10.4404 12.7860  0.083
C7 -4.9023 -19.8153 14.3197  -0.653
H14 -6.5539 -15.3495 12.0546  0.108
H15 -4.9702 -11.7022 12.0590  0.053
C8 -0.5453 -20.9663 13.7923  -0.218
H16 -5.1828 -16.3085 11.4667  0.094
H17 -8.3203 -20.4299 10.6529  0.042
H18 -5.2866 -19.7971 12.1807  0.026
H19 -5.2139 -24.3335 13.7899  0.104
H20 -8.7634 -22.5415 21.1561  0.082
H21 -10.8243 -22.5321 15.8389  0.099
O5 -1.9789 -22.7320 11.5877  -0.190
H22 -0.9337 -20.4736 12.8790  0.084
P3 -2.1096 -22.9974 12.9972  0.322
H23 -2.1378 -24.5959 15.2507  0.103
H24 1.2888 -21.9876 13.0298  0.078
H25 -11.9354 -21.8911 17.7937  0.109
Br1 -8.0274 -18.0261 12.4221  0.732
C9 -6.8613 -18.7769 18.4266  -0.057
Br2 -3.1630 -18.5142 12.5043  0.771
H26 -5.5932 -15.0422 14.1927  0.093
H27 -7.3987 -23.3416 20.1535  0.079
C10 -8.3255 -23.4531 20.6993  -0.064
H28 -3.8945 -24.9477 12.8011  0.111
Br3 -9.1768 -22.4348 11.8497  0.573
C11 -7.6184 -20.0925 18.2606  -0.268
Br4 -6.3681 -21.0263 14.6549  0.733
H29 1.5834 -20.5023 13.9974  0.080
H30 -3.7284 -12.0799 8.4260  0.076
H31 -6.9413 -20.9972 18.3404  0.128
C12 -4.3860 -12.7831 7.9025  -0.080
H32 -0.6952 -20.4092 14.7131  0.110
O6 -2.9229 -12.9621 10.8416  -0.176
C13 -4.4416 -19.9619 12.8569  -0.626
H33 -4.0741 -10.5522 11.0300  0.104
H34 -12.2080 -21.6632 15.1863  0.063
H35 -4.3522 -23.4459 11.0172  0.080
C14 -5.1296 -23.6387 11.7830  -0.082
O7 -9.5715 -22.6593 18.7156  -0.193
H36 -1.7002 -26.8012 14.4227  0.081
C15 -0.8629 -26.2599 14.8565  -0.068
C16 -11.3082 -21.5215 15.7286  -0.047
H37 -5.3046 -18.8613 14.5999  0.014
H38 -6.1958 -18.8827 19.2973  0.083
C17 -5.2441 -15.8644 13.5923  -0.121
O8 -10.7807 -21.0843 20.3313  -0.222
O9 -10.4119 -20.5868 17.7694  -0.194
H39 -1.9898 -11.6382 12.0432  0.131
O10 -3.5921 -23.0991 13.5687  -0.207
H40 -10.0468 -19.4747 12.1719  0.056
H41 -10.6078 -20.7689 15.3239  0.075
H42 -5.6738 -22.6945 11.8738  0.044
H43 -6.2273 -18.6749 17.5499  0.065
C18 -1.1777 -24.7978 14.8277  -0.282
O11 -8.5851 -20.2800 19.3360  -0.189
H44 -8.1645 -20.1817 17.3020  0.087
H45 -5.8105 -24.4204 11.3331  0.103
C19 -5.4766 -15.5709 12.2046  -0.275
H46 -3.7669 -13.2294 7.1375  0.079
C20 -9.2610 -23.7352 19.5469  -0.311
H47 -3.9689 -20.9003 12.5788  0.023
O12 -4.7912 -14.2887 11.7868  -0.205
H48 -8.4356 -24.3240 21.3000  0.071
H49 0.1099 -26.2777 14.3079  0.102
C21 -2.9782 -12.1419 12.0650  -0.249
C22 -4.4912 -24.0872 13.0594  -0.269
H50 -7.5555 -17.9832 18.6565  0.078
H51 -8.7519 -24.4441 18.8592  0.126
H52 -5.7950 -16.7409 13.8338  0.015
H53 -5.5381 -13.1528 9.6066  0.109



2.
A 2-piece molecular cluster, C4H11NO2 overall, computed with the ωB97M-V functional and the def2-TZVPD basis.

As for the multiplicity: 2. Its charge is +1. The calculation puts the energy above the lowest of the compared OMol25 structures with the same formula, charge and spin at 2.063 eV. As for the expectation value of S²: 0.7589. For the orbital gap (spin up / spin down), the calculation gives 11.11 / 4.93 eV.

Last column: Mulliken spin population.
Atoms and positions in Å:
N1 0.5614 0.9610 -0.2167  0.656
H1 -0.5117 -2.1534 1.3551  0.004
C1 -0.5302 -1.0262 1.1972  0.135
H2 1.3776 0.9833 0.4614  -0.003
H3 -1.5761 -0.7328 1.3997  -0.003
H4 0.2121 -0.6631 1.8694  -0.005
H5 3.1865 1.9224 1.5472  0.000
O1 -2.0331 0.7136 -3.2480  0.167
H6 3.0382 0.8515 2.6070  0.000
H7 -0.1889 1.5762 0.1308  -0.003
H8 0.5586 -1.1732 -0.5833  0.007
O2 2.7118 1.0870 1.7073  0.005
C2 -1.1630 0.1360 -2.5286  -0.006
C3 -1.4121 -0.5402 -1.0734  0.040
H9 -0.0838 0.2172 -2.7643  0.034
H10 -2.2975 -0.0754 -0.5610  0.000
C4 -0.1365 -0.4527 -0.2305  -0.025
H11 -1.7134 -1.6314 -1.0691  -0.004



3.
C14H22Br22N as an isolated structure, computed with the ωB97M-V functional and the def2-TZVPD basis.

Its charge is +1. For the orbital gap, the calculation gives 8.29 eV.

Last column: natural (NBO) charge in e.
Atoms and positions in Å:
H1 -5.6912 4.4320 -0.2319  0.219
H2 0.9635 -2.8024 0.6927  0.257
H3 2.3557 -0.9277 -0.4203  0.195
Br1 -3.5846 2.1107 3.3539  0.165
C1 -7.7035 -0.6379 -0.9555  -0.501
H4 0.1281 -1.7489 -1.3341  0.223
H5 4.5421 -1.0808 0.0244  0.209
H6 2.4575 3.6455 -3.5051  0.241
C2 2.1669 2.9357 -2.7431  -0.503
H7 2.7923 -1.4121 2.4841  0.232
H8 -1.7523 1.4684 1.8536  0.203
H9 0.5772 0.5880 1.4689  0.215
C3 -2.5067 0.8864 2.3641  -0.522
C4 -2.7611 4.0439 -3.1627  -0.502
Br2 -2.4249 2.7704 -1.7477  0.028
H10 -1.1861 -1.3909 -0.1758  0.240
H11 0.7431 0.3069 -1.4382  0.441
H12 -0.5543 0.8481 -0.6266  0.442
C5 4.3297 -1.5559 0.9860  -0.420
H13 3.4012 0.1381 1.8997  0.217
C6 1.9693 -0.7872 0.5998  -0.228
Br3 -6.8772 6.3147 0.8251  0.098
C7 3.1184 -0.8720 1.5952  -0.398
Br4 -3.7458 -5.7083 0.9394  0.130
H14 4.0869 -2.5984 0.7690  0.211
Br5 -1.6835 -4.1243 2.7560  0.101
H15 1.7425 1.4326 0.4021  0.243
C8 5.6258 -1.5124 1.7904  -0.429
Br6 9.5745 -3.1798 -2.6703  0.122
C9 -2.3530 -4.3996 0.9775  -0.511
Br7 6.6812 -3.4807 -1.3939  0.070
Br8 -3.5200 -0.0182 0.9911  0.078
H16 6.2698 -0.7174 1.4425  0.221
Br9 0.7921 1.8144 -3.5050  0.076
H17 -2.3223 3.6331 -4.0608  0.228
Br10 -5.8778 -0.1809 -1.3687  0.068
Br11 -4.6328 4.2524 -3.5016  0.132
H18 -2.7813 -3.4628 0.6494  0.219
Br12 -8.9192 0.3849 -2.0268  0.117
C10 -0.1307 -1.2717 -0.3938  -0.224
H19 8.9102 -3.7372 -0.3593  0.231
Br13 -0.9384 -4.8490 -0.2568  0.075
H20 0.2730 -1.4906 1.6615  0.222
Br14 -1.5884 -0.3622 3.5074  0.097
H21 -7.8462 -1.6793 -1.2035  0.230
Br15 -7.5159 3.1968 0.8643  0.096
C11 -6.1537 4.5413 0.7345  -0.511
N1 0.2373 0.2076 -0.5542  -0.535
H22 6.1727 -2.4420 1.6851  0.230
C12 1.1929 0.5131 0.5731  -0.215
C13 8.5276 -3.0264 -1.0774  -0.503
C14 0.7842 -1.7351 0.7308  -0.428
Br16 -4.7674 4.2719 2.0403  0.077
Br17 -1.8933 5.7128 -2.8046  0.120
Br18 1.4978 3.9183 -1.2375  0.115
Br19 3.7218 1.8967 -2.2876  0.110
Br20 5.4278 -1.2196 3.6924  -0.008
Br21 8.6780 -1.2793 -0.2907  0.089
Br22 -8.0586 -0.4617 0.9234  0.107



4.
C30H42BN8O6S3Y as an isolated structure, computed with the ωB97M-V functional and the def2-TZVPD basis.

Its charge is 0. The calculation puts the energy above the lowest of the compared OMol25 structures with the same formula, charge and spin at 1.108 eV. For the orbital gap, the calculation gives 7.81 eV.

Last column: Löwdin charge in e.
Atoms and positions in Å:
S1 -1.2748 -1.0758 1.3886  0.746
H1 -1.5000 -0.4493 4.2051  0.045
B1 1.5345 -0.5498 0.1082  -0.625
H2 5.3650 4.7608 -1.4697  0.084
O1 -0.2084 2.6911 4.3036  0.060
H3 6.6054 3.3804 -2.7431  0.111
H4 0.3513 -4.6101 -2.1225  0.099
Y1 -1.0120 1.5548 0.1941  1.252
H5 -1.0087 -4.8594 -3.8466  0.090
H6 -2.2092 -2.5946 3.3065  0.018
H7 -2.0138 -4.6324 -2.3796  0.100
H8 3.5754 -1.5029 2.1437  0.127
C1 -2.1828 3.4409 -2.4274  -0.466
H9 1.0043 -2.4504 6.0633  0.096
N1 1.0180 -1.7142 -0.8447  0.035
C2 -4.1464 0.8599 0.3246  -0.587
C3 -0.9392 -2.3201 -4.7538  -0.010
C4 -2.2812 2.2566 3.2095  -0.166
C5 -1.0769 -0.9908 5.0430  -0.027
C6 4.8035 2.7290 -1.8104  -0.572
H10 -2.0522 1.9390 -3.8449  0.111
N2 -4.0049 2.5018 -3.8298  0.044
H11 2.9963 2.9650 -3.1121  0.063
C7 -1.6970 -4.2096 -3.3214  -0.079
C8 -3.9283 1.3275 1.7896  -0.172
O2 -3.0834 0.7721 -0.4037  -0.226
H12 -2.9629 -2.2271 -1.8491  0.078
H13 -0.9285 -1.2266 -4.8493  0.060
H14 6.8776 2.2022 -1.3728  0.088
N3 0.5126 -1.9211 3.3789  0.015
H15 -1.6648 -2.6768 -5.5010  0.085
C9 0.2342 -3.0866 5.5728  -0.069
H16 -3.2345 4.4098 -3.5947  0.092
H17 4.3617 -1.4912 0.0255  0.129
C10 4.0908 -0.5254 -0.4256  -0.056
C11 0.1959 -1.3729 2.1652  -0.612
H18 -1.8855 -1.2242 5.7619  0.102
C12 0.0869 -1.4493 -1.7462  -0.643
C13 2.8858 1.4008 -0.6865  -0.595
C14 0.4887 -3.6280 -1.7731  -0.006
H19 -2.4207 -0.9517 -2.8626  -0.009
H20 -2.5467 -4.3126 -3.9557  0.078
S2 -0.3636 0.1389 -2.2384  0.682
C15 -4.5204 1.9121 3.9914  -0.024
H21 -4.7466 2.3917 -3.2198  0.062
C16 -2.7777 2.2181 -3.1117  -0.201
H22 6.2953 1.6525 -2.9752  0.081
C17 1.9034 -2.0023 3.5272  -0.053
H23 -3.4214 -2.1540 -3.5623  0.109
H24 -5.2781 2.0152 4.6876  0.085
N4 -2.6855 1.7980 2.0442  0.058
H25 4.1767 4.2954 -3.1785  0.102
H26 -2.9247 1.3940 -2.4108  0.069
H27 0.0474 -2.7758 -4.9240  0.090
C18 -1.6422 -3.2712 3.9322  -0.024
C19 4.8419 0.3383 -1.0777  -0.071
C20 1.3186 -3.0211 -0.8686  -0.039
O3 -0.2801 2.3062 2.0785  -0.198
O4 -2.5358 4.5540 -2.9769  0.190
H28 1.9470 -3.4412 -0.1701  0.101
O5 -5.2957 0.6209 0.0158  0.059
C21 -0.4856 -2.2941 4.5070  -0.495
H29 5.2750 3.6764 -0.0274  0.094
C22 -1.3766 -2.7575 -3.2985  -0.539
H30 -0.4209 -3.5236 6.2539  0.062
C23 -3.2139 2.2830 4.2858  0.042
H31 0.6999 -3.9752 5.1326  0.094
H32 0.8134 0.3585 -0.0083  -0.048
H33 -2.8463 2.5539 5.2160  0.095
H34 -1.2305 -4.1901 3.5456  0.077
H35 3.7574 4.2999 -0.8173  0.041
H36 2.3826 -2.3253 4.4383  0.107
H37 -3.9808 1.8523 -4.5993  0.089
N5 2.8735 0.1133 -0.2555  0.052
N6 4.1984 1.5574 -1.1739  0.018
N7 -0.2767 -2.6220 -2.3389  0.004
O6 -1.4492 3.3753 -1.4309  -0.037
H38 5.9150 0.2232 -1.2441  0.122
C24 -4.8870 1.4592 2.7273  0.001
C25 4.0995 3.1680 -3.1190  -0.050
H39 -0.2387 -0.3621 5.4459  0.111
C26 -0.7961 2.5214 3.2363  -0.574
S3 1.6661 2.5990 -0.7164  0.671
H40 4.4811 2.7131 -4.0008  0.060
C27 -2.6145 -1.9956 -2.8068  -0.042
H41 -5.8765 1.0811 2.4788  0.128
N8 1.4604 -1.2056 1.5329  0.050
C28 6.2395 2.4440 -2.2317  -0.069
C29 2.4856 -1.5613 2.3849  -0.052
C30 4.7916 3.9927 -0.9544  -0.058
H42 -2.2298 -3.5679 4.8169  0.082



5.
C5H7N in the gas phase, computed with the ωB97M-V functional and the def2-TZVPD basis.

Its charge is 0. The calculation puts the energy above the lowest of the compared OMol25 structures with the same formula, charge and spin at 3.798 eV. The SMILES is [H]/N=C1/[C@@H]2C[C@]12C. For the orbital gap, the calculation gives 9.73 eV.

Last column: natural (NBO) charge in e.
Atoms and positions in Å:
H1 -0.8923 -2.0815 -0.2521  0.230
H2 -0.0973 2.0856 1.2618  0.208
H3 -2.1343 -1.0786 0.5429  0.220
C1 -0.0928 -0.0579 0.4509  -0.083
H4 -1.5677 -0.7227 -1.0219  0.213
C2 1.4556 -0.0007 0.0291  0.364
C3 -1.1233 -1.0059 -0.0749  -0.653
C4 0.5921 0.9575 -0.6258  -0.253
N1 2.4470 -0.7007 0.1409  -0.664
C5 -0.3385 1.3920 0.4491  -0.390
H5 2.3711 -1.5813 0.6299  0.366
H6 -1.2564 1.7865 0.1074  0.212
H7 0.6368 1.0077 -1.6372  0.230



6.
A 2-piece molecular cluster, C7H12N2O overall, computed with the ωB97M-V functional and the def2-TZVPD basis.

Its charge is 0. The calculation puts the energy above the lowest of the compared OMol25 structures with the same formula, charge and spin at 4.687 eV. For the orbital gap (spin up / spin down), the calculation gives 7.75 / 7.75 eV.

Last column: natural (NBO) charge in e.
Atoms and positions in Å:
N1 -1.4071 0.0166 0.7553  -0.021
H1 1.5965 0.8934 -1.9712  0.254
C1 1.3024 0.1407 -0.1050  0.466
C2 -3.0976 -0.8958 -0.3123  -0.087
H2 1.5195 -1.5074 0.8923  0.254
H3 2.4224 -1.6957 -0.4519  0.246
H4 1.6054 1.5338 1.5460  0.281
C3 1.4239 -1.3190 -0.1190  -0.720
H5 0.6135 1.9655 -0.9148  0.245
H6 -2.2416 2.0113 0.2221  0.203
H7 0.6223 -1.7797 -0.6641  0.243
C4 -2.2375 0.9329 0.2374  0.097
C5 0.7433 0.8669 -1.2672  -0.716
H8 -0.0937 0.3641 -1.7715  0.256
O1 -0.2989 0.2336 1.3537  -0.486
C6 2.1740 0.9679 0.7953  -0.721
N2 -3.2732 0.3962 -0.3502  -0.473
H9 -1.4668 -2.1839 0.7475  0.221
H10 2.8310 0.2309 1.4305  0.214
C7 -1.9596 -1.2260 0.4306  -0.191
H11 -3.7933 -1.4631 -0.7986  0.194
H12 3.0153 1.5167 0.3151  0.240



| no. | E_tot (eV) |
| --- | --- |
| 1 | -356287.3416 |
| 2 | -9900.9325 |
| 3 | -1557291.0020 |
| 4 | -90232.2491 |
| 5 | -6784.7142 |
| 6 | -12476.8726 |